(1)
Molecular formula: C68H57N4O2P2Sn
Method: DFT, ωB97M-V/def2-TZVPD

Cartesian coordinates (Å):
Sn -0.138 1.298 -0.046
C -0.845 -3.184 2.643
N 0.206 -3.871 1.897
C 0.009 -3.903 0.466
P 0.266 -2.300 -0.537
C 2.090 -2.264 -0.608
C 2.832 -2.157 -1.783
C 4.212 -2.032 -1.738
C 4.877 -2.000 -0.521
C 4.148 -2.076 0.657
C 2.768 -2.199 0.611
C -0.323 -3.058 -2.091
C -1.653 -2.778 -2.412
C -2.246 -3.342 -3.530
C -1.511 -4.186 -4.351
C -0.193 -4.482 -4.035
C 0.397 -3.932 -2.906
C 1.275 -4.464 2.501
C 2.206 -5.257 1.765
C 3.277 -5.837 2.396
C 3.478 -5.660 3.767
C 2.577 -4.895 4.507
C 1.493 -4.313 3.900
P -0.709 -1.285 2.711
C -2.354 -0.986 3.450
C -3.472 -1.427 2.739
C -4.752 -1.194 3.213
C -4.936 -0.492 4.397
C -3.835 -0.010 5.086
C -2.552 -0.248 4.616
C 0.479 -1.127 4.089
C 0.230 -1.535 5.404
C 1.224 -1.458 6.364
C 2.489 -0.988 6.024
C 2.753 -0.594 4.722
C 1.748 -0.655 3.766
H -0.911 -3.577 3.654
H -1.787 -3.402 2.138
H -1.027 -4.185 0.267
H 0.656 -4.642 0.009
H 2.335 -2.179 -2.741
H 4.775 -1.973 -2.660
H 5.953 -1.915 -0.491
H 4.653 -2.037 1.612
H 2.219 -2.231 1.543
H -2.225 -2.113 -1.778
H -3.283 -3.132 -3.757
H -1.970 -4.629 -5.224
H 0.375 -5.157 -4.660
H 1.411 -4.211 -2.657
H 2.082 -5.439 0.712
H 3.961 -6.446 1.825
H 4.323 -6.126 4.254
H 2.724 -4.762 5.569
H 0.828 -3.720 4.500
H -3.353 -1.948 1.795
H -5.605 -1.566 2.663
H -5.933 -0.323 4.778
H -3.972 0.549 6.002
H -1.708 0.145 5.167
H -0.740 -1.930 5.680
H 1.018 -1.770 7.378
H 3.262 -0.929 6.776
H 3.736 -0.232 4.454
H 1.955 -0.335 2.750
C -4.066 0.188 -1.825
C -4.935 0.538 -0.806
C -4.450 1.116 0.353
C -3.083 1.343 0.512
C -2.220 0.958 -0.509
C -2.696 0.383 -1.674
C -2.547 1.990 1.734
C -3.395 2.642 2.654
C -2.858 3.185 3.782
C -1.470 3.086 4.029
C -0.858 3.607 5.192
C 0.494 3.521 5.359
C 1.291 2.919 4.362
C 0.723 2.403 3.231
C -0.672 2.466 3.046
N -1.238 1.951 1.912
H -4.449 -0.246 -2.739
H -5.997 0.371 -0.916
H -5.142 1.377 1.140
H -2.028 0.106 -2.470
H -4.452 2.719 2.457
H -3.490 3.691 4.501
H -1.479 4.078 5.941
H 0.961 3.918 6.247
H 2.362 2.869 4.498
H 1.342 1.939 2.467
C 0.493 2.496 -7.047
O 0.184 2.813 -5.683
C 1.206 3.115 -4.841
C 2.521 2.705 -5.010
C 3.481 3.078 -4.079
C 3.148 3.872 -2.990
C 1.840 4.296 -2.820
C 0.869 3.896 -3.725
N -0.455 4.399 -3.738
C -1.177 5.049 -2.870
C -1.011 5.304 -1.479
C -1.528 6.549 -1.047
C -1.343 6.998 0.235
C -0.639 6.185 1.128
C -0.206 4.929 0.762
C -0.436 4.428 -0.523
O -0.209 3.173 -0.859
H 1.377 3.038 -7.380
H -0.366 2.806 -7.638
H 0.645 1.421 -7.152
H 2.796 2.112 -5.868
H 4.506 2.763 -4.221
H 3.911 4.202 -2.301
H 1.590 4.972 -2.019
H -0.855 4.327 -4.672
H -2.028 5.541 -3.330
H -2.034 7.177 -1.769
H -1.715 7.964 0.541
H -0.446 6.537 2.132
H 0.334 4.313 1.466
N 0.439 0.415 -2.307
C 0.605 -0.001 -3.366
C 0.743 -0.626 -4.646
C 2.010 -0.934 -5.144
C 2.113 -1.563 -6.371
C 0.965 -1.875 -7.090
C -0.293 -1.567 -6.588
C -0.413 -0.939 -5.360
H 2.891 -0.683 -4.571
H 3.086 -1.810 -6.770
H 1.052 -2.363 -8.051
H -1.179 -1.820 -7.151
H -1.385 -0.701 -4.953

The HOMO energy (alpha / beta) is -14.59 / -14.61 eV. As for the largest force on an atom: 1.1 eV/A. The LUMO energy (alpha / beta) comes out at -9.298 / -9.151 eV. The value obtained for the energy relative to the best compared isomer or geometry (same formula, charge and spin) is 16.6 kcal per mole. For the molar mass, the calculation gives 1142.89 g/mol. The calculation puts the HOMO-LUMO gap (alpha / beta) at 5.30 / 5.46 eV. As for the charge: +3.

Mulliken population analysis, charges in e, atoms 1 to 6: atom 1 (Sn): 1.95, atom 2 (C): -2.15, atom 3 (N): 0.53, atom 4 (C): -1.83, atom 5 (P): 2.12, atom 6 (C): 0.62

(2)
Molecular formula: C4H9N2S
Method: DFT, ωB97M-V/def2-TZVPD

Cartesian coordinates (Å):
C 1.182 -1.637 -0.477
C 0.268 -1.307 0.704
C -0.795 -0.309 0.260
S -2.227 -0.963 -0.291
C -0.577 1.120 0.072
N 0.649 1.521 -0.208
N -1.649 1.931 -0.008
H 0.749 -1.851 -1.434
H 1.803 -0.746 -0.704
H 1.698 -2.514 -0.280
H 0.885 -0.779 1.590
H -0.129 -2.221 1.262
H 1.214 0.668 -0.422
H 1.104 2.388 -0.564
H -2.635 1.719 0.348
H -1.539 2.980 0.152

The HOMO energy is -13.36 eV. As for the largest force on an atom: 4.2 eV/A. The LUMO energy comes out at -5.849 eV. As for the SMILES: CCC(=S)C(N)=[NH2+]. The value obtained for the energy relative to the best compared isomer or geometry (same formula, charge and spin) is 47.1 kcal per mole. For the molar mass, the calculation gives 117.20 g/mol. The calculation puts the HOMO-LUMO gap at 7.51 eV. As for the charge: +1.

Mulliken population analysis, charges in e, atoms 1 to 6: atom 1 (C): -1.15, atom 2 (C): -0.60, atom 3 (C): -0.06, atom 4 (S): -0.07, atom 5 (C): 0.85, atom 6 (N): -0.22

(3)
Molecular formula: C16H17CaN3O7S4Se
Method: DFT, ωB97M-V/def2-TZVPD

Cartesian coordinates (Å):
Ca -1.629 0.733 -0.215
O 2.311 0.334 3.137
C 1.182 -0.211 2.622
O 0.283 -0.601 3.314
C 1.310 -0.340 1.121
O 0.154 -0.798 0.491
C -0.199 -2.169 0.663
C -1.359 -2.507 -0.288
O -1.523 -3.717 -0.515
O -2.048 -1.539 -0.695
H 2.139 0.458 4.079
H 2.169 -0.990 0.901
H 1.523 0.653 0.719
H -0.540 -2.339 1.688
H 0.662 -2.809 0.454
S -3.498 2.587 -1.250
S -2.642 2.336 -3.112
S -0.671 2.943 -3.001
S 0.396 1.419 -2.119
C 0.457 -5.187 -2.385
N 1.693 -4.919 -3.095
C 2.336 -3.711 -3.136
Se 1.864 -2.133 -2.401
N 3.445 -3.916 -3.925
C 3.496 -5.211 -4.394
C 4.382 -5.884 -5.213
C 4.115 -7.226 -5.482
C 3.000 -7.862 -4.945
C 2.107 -7.181 -4.119
C 2.372 -5.850 -3.856
H 0.105 -4.287 -1.884
H 0.620 -5.955 -1.627
H -0.306 -5.523 -3.088
H 4.059 -3.152 -4.142
H 5.247 -5.389 -5.633
H 4.790 -7.780 -6.121
H 2.820 -8.905 -5.172
H 1.237 -7.669 -3.701
O -2.814 1.142 1.889
C -2.071 2.084 2.195
C -2.520 3.264 3.044
C -1.273 4.131 3.092
C -0.223 3.304 2.330
O 0.950 3.623 2.271
N -0.793 2.182 1.788
H -2.849 2.902 4.019
H -3.373 3.730 2.550
H -0.905 4.344 4.097
H -1.392 5.081 2.569

The HOMO energy is -0.84 eV. As for the largest force on an atom: 0.4 eV/A. The LUMO energy comes out at 3.631 eV. The value obtained for the energy relative to the best compared isomer or geometry (same formula, charge and spin) is 30.9 kcal per mole. For the molar mass, the calculation gives 610.63 g/mol. The calculation puts the HOMO-LUMO gap at 4.47 eV. As for the charge: -2.

Mulliken population analysis, charges in e, atoms 1 to 6: atom 1 (Ca): 1.07, atom 2 (O): -0.47, atom 3 (C): 0.62, atom 4 (O): -0.59, atom 5 (C): -0.70, atom 6 (O): 0.05

(4)
Molecular formula: CH3NOS2
Method: DFT, ωB97M-V/def2-TZVPD

Cartesian coordinates (Å):
C -0.221 -0.418 -0.921
N -0.138 -0.018 0.442
O 0.950 1.406 2.457
S -0.862 -2.198 -1.647
S 0.123 1.711 1.269
H -0.867 0.399 -1.333
H 0.795 -0.222 -1.426
H 0.222 -0.661 1.159

The HOMO energy (alpha / beta) is -9.42 / -8.71 eV. As for the largest force on an atom: 3.3 eV/A. The LUMO energy (alpha / beta) comes out at -1.341 / -2.315 eV. The value obtained for the energy relative to the best compared isomer or geometry (same formula, charge and spin) is 79.7 kcal per mole. For the molar mass, the calculation gives 109.18 g/mol. The calculation puts the HOMO-LUMO gap (alpha / beta) at 8.08 / 6.40 eV.

Mulliken population analysis, charges in e, atoms 1 to 6: atom 1 (C): -0.37, atom 2 (N): -0.44, atom 3 (O): -0.41, atom 4 (S): -0.08, atom 5 (S): 0.42, atom 6 (H): 0.28

(5)
Molecular formula: C2H2O2S2
Method: DFT, ωB97M-V/def2-TZVPD

Cartesian coordinates (Å):
O 1.118 -0.871 2.367
S 0.838 -1.030 0.960
O 1.940 -1.304 0.078
C -0.047 0.626 0.306
C -0.721 0.539 -1.000
S -1.615 1.210 0.439
H -0.430 1.238 -1.772
H -1.083 -0.407 -1.378

The HOMO energy (alpha / beta) is -9.31 / -9.31 eV. As for the largest force on an atom: 0.7 eV/A. The LUMO energy (alpha / beta) comes out at -2.006 / -2.002 eV. As for the SMILES: O=S(=O)=C1CS1. The value obtained for the energy relative to the best compared isomer or geometry (same formula, charge and spin) is 83.3 kcal per mole. For the molar mass, the calculation gives 122.17 g/mol. The calculation puts the HOMO-LUMO gap (alpha / beta) at 7.30 / 7.31 eV.

Mulliken population analysis, charges in e, atoms 1 to 6: atom 1 (O): -0.48, atom 2 (S): 0.73, atom 3 (O): -0.47, atom 4 (C): 0.15, atom 5 (C): -0.46, atom 6 (S): 0.01

(6)
Molecular formula: C29H22BCl5IN8O2Ti
Method: DFT, ωB97M-V/def2-TZVPD

Cartesian coordinates (Å):
Ti -0.242 -0.615 -0.027
C 2.151 -3.303 2.288
C 1.461 -2.989 1.122
N 0.727 -1.895 1.305
N 0.941 -1.475 2.565
C 1.781 -2.317 3.182
B 0.313 -0.230 3.229
N -1.099 0.103 2.638
C -2.127 0.544 3.373
C -3.035 1.176 2.542
C -2.474 1.083 1.275
N -1.312 0.430 1.341
N 1.232 0.975 2.978
C 1.924 1.692 3.885
C 2.525 2.742 3.232
C 2.140 2.574 1.897
N 1.364 1.505 1.750
H 2.811 -4.135 2.460
H 1.440 -3.532 0.193
H 2.052 -2.164 4.212
H 0.215 -0.408 4.405
H -2.153 0.389 4.438
H -3.962 1.650 2.813
H -2.857 1.441 0.336
H 1.925 1.414 4.926
H 3.161 3.507 3.642
H 2.398 3.204 1.065
C 4.323 -0.740 -0.586
C 3.581 0.493 -1.010
N 4.268 1.565 -1.363
C 3.609 2.671 -1.731
C 2.238 2.776 -1.787
C 1.569 4.041 -2.246
O 0.799 4.683 -1.231
C 1.479 1.637 -1.432
C 0.074 1.523 -1.628
N -0.460 0.280 -1.845
C -0.969 -0.030 -3.096
C -1.424 0.922 -4.023
C -1.854 0.561 -5.286
C -1.861 -0.769 -5.680
C -1.437 -1.739 -4.785
C -0.996 -1.359 -3.535
I -0.286 -2.836 -2.190
C 2.174 0.490 -0.994
O 1.512 -0.555 -0.538
H 5.391 -0.541 -0.612
H 4.092 -1.569 -1.258
H 4.025 -1.038 0.421
H 4.229 3.520 -2.000
H 0.944 3.831 -3.124
H 2.323 4.768 -2.544
H 0.252 4.030 -0.785
H -0.477 2.384 -1.999
H -1.448 1.965 -3.735
H -2.186 1.331 -5.968
H -2.189 -1.050 -6.671
H -1.439 -2.784 -5.062
Cl -1.177 -3.583 2.793
C -2.384 -2.951 1.720
C -2.100 -2.051 0.665
C -3.268 -1.760 -0.058
Cl -3.143 -0.646 -1.370
C -4.547 -2.258 0.164
Cl -5.868 -1.816 -0.847
C -4.755 -3.111 1.232
Cl -6.321 -3.728 1.574
C -3.664 -3.444 2.017
Cl -3.928 -4.479 3.370

The HOMO energy (alpha / beta) is -7.97 / -8.46 eV. As for the largest force on an atom: 3.7 eV/A. The LUMO energy (alpha / beta) comes out at -2.028 / -2.135 eV. As for the spin multiplicity: 2. The value obtained for the energy relative to the best compared isomer or geometry (same formula, charge and spin) is 86.7 kcal per mole. For the molar mass, the calculation gives 877.40 g/mol. The calculation puts the HOMO-LUMO gap (alpha / beta) at 5.94 / 6.33 eV.

Mulliken population analysis, charges in e, atoms 1 to 6: atom 1 (Ti): -1.52, atom 2 (C): -1.36, atom 3 (C): -0.41, atom 4 (N): 1.04, atom 5 (N): 0.64, atom 6 (C): -0.47

Question: molar mass of number 6 (C29H22BCl5IN8O2Ti)?
Answer: 877.40 g/mol